{"formula": "C38H106N8O14", "method": "ωB97M-V/def2-TZVPD", "symbols": ["C", "C", "O", "O", "H", "H", "H", "H", "H", "H", "C", "C", "O", "O", "H", "H", "H", "H", "H", "H", "C", "C", "O", "O", "H", "H", "H", "H", "H", "H", "C", "C", "C", "O", "C", "N", "H", "H", "H", "H", "H", "H", "H", "H", "H", "H", "H", "C", "C", "C", "O", "C", "N", "H", "H", "H", "H", "H", "H", "H", "H", "H", "H", "H", "C", "C", "C", "O", "C", "N", "H", "H", "H", "H", "H", "H", "H", "H", "H", "H", "H", "C", "C", "C", "O", "C", "N", "H", "H", "H", "H", "H", "H", "H", "H", "H", "H", "H", "C", "C", "C", "O", "C", "N", "H", "H", "H", "H", "H", "H", "H", "H", "H", "H", "H", "C", "C", "C", "O", "C", "N", "H", "H", "H", "H", "H", "H", "H", "H", "H", "H", "H", "C", "C", "C", "O", "C", "N", "H", "H", "H", "H", "H", "H", "H", "H", "H", "H", "H", "C", "C", "C", "O", "C", "N", "H", "H", "H", "H", "H", "H", "H", "H", "H", "H", "H"], "coordinates": [[2.74948, 4.99019, 2.14234], [1.69408, 5.97571, 2.65711], [2.26973, 7.16396, 3.20006], [3.49179, 5.50959, 1.05433], [2.20460, 4.07739, 1.86492], [3.44639, 4.72109, 2.93726], [1.09301, 5.46339, 3.41503], [1.00538, 6.29379, 1.87484], [2.84928, 6.87237, 3.91199], [2.83482, 5.80854, 0.41501], [-2.39756, 4.79429, -1.17441], [-2.58924, 3.58644, -0.28097], [-2.05573, 3.77728, 1.02514], [-3.00671, 5.90803, -0.50886], [-2.82522, 4.56062, -2.15034], [-1.33531, 5.04740, -1.21510], [-2.16326, 2.71106, -0.78456], [-3.62355, 3.24677, -0.15095], [-2.42393, 4.63013, 1.29899], [-3.70477, 6.30083, -1.03759], [3.42054, -0.73092, 2.24703], [3.36337, 0.58085, 2.98638], [3.41707, 0.49185, 4.41052], [4.77486, -1.22702, 2.25277], [3.01224, -0.77050, 1.23769], [2.80375, -1.52299, 2.69110], [2.39234, 1.05331, 2.79943], [4.02237, 1.38811, 2.65319], [4.32331, 0.49592, 4.73110], [5.08048, -1.12989, 3.16013], [3.88412, 4.43837, -2.92913], [5.30493, 4.13270, -3.38567], [5.88927, 5.36457, -4.06761], [7.01852, 5.01278, -4.86028], [8.08584, 5.90596, -4.59478], [6.07992, 3.83236, -2.13452], [3.25871, 3.58236, -2.67445], [3.32400, 4.89640, -3.75091], [3.85148, 5.10168, -2.06169], [5.30306, 3.15857, -3.86810], [6.03377, 6.18715, -3.36419], [5.13454, 5.74342, -4.77390], [8.40221, 5.85644, -3.54935], [7.86698, 6.94056, -4.86942], [8.99736, 5.66349, -5.14481], [7.03296, 3.59157, -2.38870], [6.11029, 4.70507, -1.61438], [1.94400, -2.17025, -4.96686], [3.00583, -1.73814, -3.98201], [3.90061, -0.57063, -4.35934], [4.66424, -0.85731, -5.50310], [6.04065, -1.08323, -5.31230], [2.36796, -1.47592, -2.67946], [2.36441, -2.60169, -5.87372], [1.35079, -1.29429, -5.25715], [1.23031, -2.88265, -4.55281], [3.68945, -2.57291, -3.76637], [4.51893, -0.28634, -3.50519], [3.16711, 0.20957, -4.60516], [6.52086, -1.26140, -6.27072], [6.17446, -1.97603, -4.69313], [6.58500, -0.26688, -4.83052], [1.44239, -1.07727, -2.78622], [2.94326, -0.87898, -2.09983], [-0.88008, -0.53801, 2.05429], [-1.08842, 0.33610, 0.80056], [0.06283, 0.40614, -0.16836], [1.16979, 0.97423, 0.50765], [1.90714, 1.86889, -0.29063], [-2.29943, -0.21391, 0.08273], [-1.03981, -1.59261, 1.83296], [-1.54522, -0.18850, 2.84596], [0.10944, -0.33003, 2.47742], [-1.46083, 1.29425, 1.16865], [-0.25344, 1.10179, -0.95300], [0.32688, -0.59434, -0.52824], [2.78202, 2.17251, 0.29283], [1.37260, 2.76628, -0.60941], [2.44071, 1.43510, -1.14494], [-1.90993, -1.03329, -0.39096], [-2.95376, -0.60557, 0.75164], [-6.77712, 2.31060, 2.45548], [-5.80638, 3.10616, 3.32930], [-4.44491, 2.42931, 3.44110], [-3.50319, 3.25513, 4.10093], [-2.24422, 2.60095, 4.12006], [-5.64639, 4.50004, 2.80590], [-7.73086, 2.81156, 2.59572], [-6.82706, 1.28161, 2.81068], [-6.33757, 2.36577, 1.45862], [-6.26963, 3.30916, 4.30080], [-4.07423, 2.29362, 2.41134], [-4.53191, 1.39413, 3.79555], [-2.37243, 1.57742, 4.48013], [-1.59347, 3.05372, 4.87152], [-1.72729, 2.70818, 3.16667], [-4.76003, 4.75325, 3.25565], [-5.29405, 4.46750, 1.84224], [-4.29082, -6.02694, 3.14364], [-4.93430, -4.65798, 3.27966], [-4.08227, -3.51805, 2.71468], [-3.03015, -3.23241, 3.62660], [-3.24584, -2.11938, 4.46284], [-6.16413, -4.68573, 2.46859], [-4.97438, -6.78050, 3.53860], [-3.31573, -6.15048, 3.61428], [-4.12888, -6.24020, 2.08310], [-5.27195, -4.54393, 4.31767], [-4.63319, -2.59434, 2.51889], [-3.69982, -3.88079, 1.75860], [-3.87637, -2.48183, 5.27823], [-3.63741, -1.21606, 3.97870], [-2.30336, -1.73251, 4.85606], [-6.74567, -3.86475, 2.59326], [-6.74902, -5.46312, 2.75850], [-1.92994, -4.21731, -0.51098], [-0.56252, -3.66126, -0.88994], [0.44062, -4.73990, -1.25472], [0.72612, -5.47727, -0.08552], [1.76740, -6.40180, -0.11972], [-0.69913, -2.83220, -2.11090], [-2.66942, -3.48478, -0.20445], [-1.69804, -4.78589, 0.40211], [-2.23858, -4.97568, -1.22892], [-0.08553, -3.11343, -0.07473], [1.41093, -4.34732, -1.58525], [0.04897, -5.35730, -2.07410], [1.81609, -7.02762, 0.76762], [2.72716, -5.87893, -0.25523], [1.82668, -7.09183, -0.97425], [-1.11083, -3.25280, -2.93636], [0.28585, -2.73641, -2.35362], [-2.29963, -0.47922, -3.72924], [-3.40138, 0.54989, -3.97045], [-3.94377, 0.58607, -5.37513], [-3.02472, 1.09636, -6.31934], [-3.63881, 1.30487, -7.57614], [-4.50896, 0.21894, -3.03923], [-1.70440, -0.26540, -2.84136], [-1.48216, -0.55848, -4.46291], [-2.71525, -1.48737, -3.70354], [-3.05825, 1.50851, -3.58192], [-4.86909, 1.17207, -5.37230], [-4.15664, -0.44894, -5.67870], [-2.97631, 1.92117, -8.17903], [-4.55451, 1.87525, -7.38067], [-3.89247, 0.38810, -8.11529], [-4.17833, 0.00833, -2.10690], [-4.97397, -0.62082, -3.37273], [-0.52522, -4.63848, 4.96209], [-0.04168, -4.55335, 3.52842], [1.34346, -3.83228, 3.55190], [2.39498, -4.45835, 4.19170], [3.65142, -3.78405, 4.12760], [-0.01242, -5.94018, 3.00804], [0.12222, -5.26333, 5.59384], [-1.44483, -5.19483, 5.17226], [-0.58047, -3.69021, 5.50118], [-0.63762, -3.93265, 2.85994], [1.11336, -2.82191, 3.92418], [1.61937, -3.74421, 2.48201], [3.52986, -2.74821, 4.45408], [4.01700, -3.88645, 3.10370], [4.26743, -4.31422, 4.84962], [0.35153, -5.87163, 2.05349], [0.82621, -6.39811, 3.37926]], "atomic_forces_ev_per_a": [[-0.8652, 0.2447, -0.0823], [0.5587, -0.0269, 0.4664], [-0.1423, -0.3603, -0.0969], [-0.1094, -0.1400, 0.0128], [0.1294, -0.0890, -0.0646], [0.1026, 0.1268, -0.0303], [-0.0772, -0.0685, 0.0347], [0.1037, -0.0218, -0.1875], [0.0429, 0.2168, 0.0064], [0.2069, 0.0700, -0.0799], [-0.4051, -0.0657, 1.0654], [-0.1771, -0.9232, -0.1261], [0.2022, 0.2236, -0.4673], [-0.1469, 0.1748, -0.1556], [0.1019, 0.3196, -0.1090], [0.0197, -0.2933, -0.3866], [0.6093, 0.0586, 0.4099], [-0.3377, 0.6269, -0.3593], [0.1084, -0.0916, 0.1710], [0.0029, -0.0966, -0.0554], [0.7830, -1.1007, 0.4655], [-1.7027, 1.3044, -0.0987], [0.1846, -0.5297, 0.0676], [-0.2157, 0.1466, -0.3804], [0.5677, 0.8735, -0.2684], [-0.1820, 0.5063, 0.6726], [-0.2002, -0.3729, -0.0374], [0.6262, -0.6162, -0.3387], [0.0456, 0.0454, -0.1482], [0.0846, -0.1844, -0.0313], [-0.8654, 0.2026, -0.5314], [0.1996, -0.0244, 2.6711], [-1.3156, -0.9696, -1.9551], [0.7369, 0.7102, 0.8000], [0.7987, 0.0004, -0.0508], [-0.2453, 0.0969, -0.5009], [0.5010, -0.3653, 0.1648], [0.0752, 0.2631, 0.0931], [0.1714, 0.1305, -0.0990], [0.1867, 0.4719, -1.0979], [0.4498, -0.2533, 0.2508], [0.0299, 0.0537, 0.0151], [-0.2827, 0.1475, 0.1905], [-0.3358, 0.0656, 0.1232], [-0.3583, -0.4795, -0.3557], [0.0198, 0.0734, 0.0585], [0.1932, -0.1837, 0.2540], [-0.0802, 0.6103, -0.5222], [0.6218, -1.2044, 1.6397], [-1.0485, -0.1430, -0.6823], [0.1579, 0.4833, -0.6086], [0.0884, -0.5419, 0.5150], [-0.2833, -0.1401, -0.1443], [0.0833, 0.0653, 0.0174], [0.0343, -0.0028, -0.0944], [0.2514, -0.1347, 0.2429], [-0.1181, -0.1647, -0.3717], [0.0445, 0.1058, 0.0021], [0.5319, 0.5212, -0.0030], [-0.2559, -0.0093, -0.1610], [0.2019, -0.0656, 0.0248], [-0.2889, 0.2849, 0.0677], [0.1372, 0.3429, 0.0180], [-0.1494, 0.0693, 0.1038], [0.9423, 1.0567, 0.0098], [-2.5406, -1.1714, 1.0846], [-0.3089, 0.7779, 0.6441], [0.2261, 0.2483, -0.3715], [1.5286, 0.0770, 0.4148], [1.1940, -0.1526, -0.6958], [0.1674, -0.0805, 0.1516], [-0.3633, -0.3018, -0.1588], [0.1330, -0.4436, -0.1055], [0.8497, 0.4437, -0.3006], [0.0932, -0.4312, -0.4197], [-0.1309, 0.0552, -0.3304], [-0.3263, 0.3064, 0.3559], [-0.3292, -0.1116, 0.0455], [-0.6886, -0.4482, -0.3624], [-0.4948, -0.0533, -0.3145], [0.0359, 0.1934, 0.1968], [1.0417, 0.5924, 0.9360], [-0.0201, 0.9334, 0.0435], [-0.2482, 0.1427, -1.2851], [-0.1524, -0.7230, 0.4517], [0.3145, 0.4010, 0.7589], [1.1633, -0.5809, -0.1088], [-0.2114, -0.2107, -0.6694], [-0.1369, -0.0694, -0.1800], [-0.6572, -0.2154, -0.2908], [0.2723, -0.5577, 0.1996], [-0.0700, 0.0307, -0.1872], [0.1398, 0.1809, 0.7921], [0.0913, -0.2524, -0.4621], [-0.2595, 0.3686, 0.0177], [-0.1749, -0.4585, -0.2141], [-0.4591, 0.6484, 0.2756], [-0.5484, -0.2778, -0.1041], [0.2715, -0.0715, -0.3856], [-1.2846, 0.0062, -0.2823], [0.0441, -0.3886, 1.0890], [0.7937, 0.5167, -0.9835], [0.0621, -0.1730, 0.3527], [-0.3644, -0.2866, -0.4300], [0.0779, -0.0735, 0.0290], [-0.0749, 0.2883, 0.2630], [-0.1352, -0.0075, -0.0182], [0.7944, 0.5504, 0.1994], [-0.3702, -0.1178, 0.0336], [0.3383, 0.1223, 0.0867], [-0.1610, 0.6563, 0.2271], [-0.5734, -0.3836, -0.3325], [0.2183, -0.6381, 0.1322], [0.2453, 0.1529, 0.1087], [0.1147, -0.0654, -0.1325], [1.5816, -0.9748, 1.5643], [-0.8150, -0.3592, -1.8670], [0.6544, -0.8015, 0.6251], [-0.9099, -0.7777, 0.6121], [1.5853, 0.0146, -1.0886], [1.4474, 0.9938, 0.7332], [-0.1038, 0.1846, -0.5873], [-0.4336, -0.1326, -0.0020], [-0.4361, 0.3637, -0.2382], [-0.3532, 0.5160, -0.0571], [-0.2152, 0.5642, -0.2672], [-0.0858, -0.2430, 0.1284], [-0.2998, 0.3193, 0.2430], [0.0510, 0.1537, 0.4938], [-0.9432, 0.0215, -0.1188], [-0.3852, -0.5777, 0.4908], [-0.1188, 0.6872, -0.5179], [1.3134, -0.1422, -0.8438], [0.3965, -0.6798, 1.7339], [0.0808, -0.2289, -0.2423], [0.2802, 0.0660, 0.1443], [-0.2331, 0.5681, 0.5424], [-0.7151, 0.1625, -0.7907], [-0.6446, -0.1845, 0.4657], [-0.4352, 0.4335, -0.5008], [-0.1189, 0.0396, 0.3569], [0.1547, 0.3559, -0.6921], [-0.0537, -0.0120, -0.0953], [-0.4012, -0.0668, 0.1438], [0.1069, -0.1145, -0.0207], [-0.1243, -0.0248, -0.4184], [0.0803, -0.1578, 0.1402], [0.3590, 0.1055, 0.0200], [-0.0215, -0.0093, 0.0916], [-0.4886, -0.5269, 1.4412], [1.4401, -0.9643, 1.2641], [-0.8594, 0.5096, -1.9889], [-0.1512, -0.6929, 1.1759], [-1.1382, -0.6570, 0.1009], [1.2624, 0.2900, -0.9061], [0.6931, 0.2574, -0.4976], [-0.3992, 0.4655, -0.8531], [-0.0752, 0.1662, -0.3170], [-0.3794, -0.0681, 0.2605], [0.4137, 0.0594, 0.1818], [-0.0175, 0.3252, 0.0086], [0.1592, 0.1210, -0.2101], [0.3772, 0.4019, 0.0795], [0.3001, 0.0607, -0.1898], [-0.8254, 0.1783, -0.2842], [-0.4314, 0.0328, 0.8362]], "relative_energy_kcal_mol": 209.54, "e_lumo_ev": 0.4, "smiles": "COC[C@H](C)N.COC[C@H](C)N.COC[C@H](C)N.COC[C@H](C)N.COC[C@H](C)N.COC[C@H](C)N.COC[C@H](C)N.COC[C@H](C)N.OCCO.OCCO.OCCO", "energy_ha": -3002.51656}